1.
# C4H10N3

The ion C4H10N3 with charge +1 (ωB97M-V/def2-TZVPD, the Open Molecules 2025 dataset).

```
17
C4H10N3 ωB97M-V/def2-TZVPD
N -1.84 0.95 -0.62
N -1.91 -1.48 -0.83
N -0.77 1.45 0.27
C 1.89 -0.13 -0.53
C -1.49 -0.28 -0.56
C 1.16 -0.03 0.79
C -0.34 0.05 0.74
H 1.45 0.92 1.19
H 2.93 -0.13 -0.26
H -2.78 -1.59 -1.37
H 1.58 -0.77 1.59
H 0.01 2.06 -0.07
H 1.55 0.59 -1.23
H 1.81 -1.22 -0.87
H -1.23 2.15 0.90
H -1.23 -2.30 -0.80
H -0.79 -0.26 1.65
```

Values from the calculation:
Kohn-Sham gap in eV: 11.457
Electronic energy in hartree: -322.3257
Lowest unoccupied orbital energy in Eh: -0.1187
Highest occupied orbital energy in eV: -14.688
Charge: +1
SMILES: CC[C@H]1[NH2+]N=C1N
Energy above the lowest of the compared OMol25 structures with the same formula, charge and spin in kJ/mol: 354.17

Atom charges from the natural (NBO) analysis, given in e for atoms 1 to 2:
1 N -0.323
2 N -0.781

2.
# C5H12OS

The molecule C5H12OS (ωB97M-V/def2-TZVPD, the Open Molecules 2025 dataset).

```
19
C5H12OS ωB97M-V/def2-TZVPD
S 1.24 -2.05 0.26
O -1.58 2.07 -0.72
C -0.84 0.50 0.96
C -1.28 -0.74 0.21
C -0.46 1.66 0.06
C -0.22 -1.39 -0.66
C 2.49 -0.79 -0.12
H -2.12 2.80 -0.40
H 0.21 -0.84 -1.51
H 2.54 -0.62 -1.19
H 0.25 1.30 -0.69
H -0.61 -2.22 -1.25
H 0.03 0.28 1.59
H 0.05 2.45 0.61
H -1.63 -1.55 0.86
H -2.18 -0.43 -0.34
H -1.64 0.77 1.66
H 3.40 -1.30 0.18
H 2.34 0.10 0.49
```

Values from the calculation:
Kohn-Sham gap in eV: 9.392
Electronic energy in hartree: -671.1094
Lowest unoccupied orbital energy in Eh: 0.0318
Highest occupied orbital energy in eV: -8.527
Charge: 0
SMILES: CSCCCCO
Energy above the lowest of the compared OMol25 structures with the same formula, charge and spin in kJ/mol: 62.66

Atom charges from the natural (NBO) analysis, given in e for atoms 1 to 2:
1 S 0.154
2 O -0.748

3.
# C5H8N2S

The molecule C5H8N2S (ωB97M-V/def2-TZVPD, the Open Molecules 2025 dataset).

```
16
C5H8N2S ωB97M-V/def2-TZVPD
S 1.69 -0.13 1.79
N -0.34 -0.38 -0.39
N 1.94 -0.42 0.21
C -2.34 0.30 -1.21
C 1.02 -0.70 -0.70
C -1.69 1.47 -0.52
C -0.53 0.94 -0.03
C -1.36 -0.78 -1.20
H 0.39 -0.28 1.77
H 0.11 1.41 0.63
H -3.02 -0.11 -0.51
H -3.00 0.36 -2.19
H -2.08 2.39 -0.15
H 1.36 -1.05 -1.71
H -1.96 -1.71 -1.04
H -0.66 -0.73 -2.17
```

Values from the calculation:
Kohn-Sham gap in eV: 8.812
Electronic energy in hartree: -702.8877
Lowest unoccupied orbital energy in Eh: 0.0302
Highest occupied orbital energy in eV: -7.990
Charge: 0
SMILES: S/N=C\N1C=CCC1
Energy above the lowest of the compared OMol25 structures with the same formula, charge and spin in kJ/mol: 373.80

Atom charges from the natural (NBO) analysis, given in e for atoms 1 to 2:
1 S 0.282
2 N -0.474

4.
# C31H71AlBFN5O5Si

A structure of composition C31H71AlBFN5O5Si (ωB97M-V/def2-TZVPD, the Open Molecules 2025 dataset).

```
116
C31H71AlBFN5O5Si ωB97M-V/def2-TZVPD
Si -1.29 0.38 -0.50
Al -4.46 -0.06 1.37
F -7.39 -0.92 -0.24
O -5.50 -1.10 2.50
O -0.60 1.88 3.07
O -0.35 2.97 0.88
O -2.64 -0.01 1.73
O -4.55 1.78 1.57
N 5.43 -0.69 -0.15
N -1.91 1.51 -6.41
N 2.90 -3.63 6.22
N -5.68 -3.41 1.76
N -3.62 5.39 0.44
C -2.14 1.14 1.03
C 0.54 0.02 0.02
C -0.55 3.18 3.72
C -3.61 3.06 -0.33
C 6.55 -0.29 0.68
C -1.18 1.46 -2.06
C -3.14 0.88 -6.86
C 5.78 -1.38 -1.39
C -5.88 4.45 0.37
C -1.97 -1.33 -1.05
C -0.30 1.09 -8.36
C -3.34 2.20 0.95
C -3.01 3.62 -5.69
C 3.75 -0.45 1.66
C -6.57 0.07 -0.81
C -0.68 0.89 -6.88
C -3.60 1.18 -8.29
C 7.24 -1.36 1.53
C 2.40 -4.59 7.20
C -5.59 -2.28 1.91
C 1.81 -5.90 6.68
C 4.04 -4.12 5.47
C 4.31 -1.30 0.54
C 1.20 -3.68 4.30
C 1.87 -2.93 5.46
C 0.87 3.85 3.58
C -4.35 4.37 0.16
C -1.87 2.96 -6.45
C 6.30 -2.81 -1.29
C 4.74 -3.04 4.66
C -5.08 -0.31 -0.55
B -0.97 2.00 1.73
H 2.32 -2.02 5.05
H 7.31 0.20 0.05
H 1.35 3.62 2.60
H 1.66 -4.10 7.84
H -4.32 2.50 -0.98
H 4.56 -2.29 0.94
H 0.82 -5.76 6.25
H 5.68 -3.44 -0.64
H 0.45 -4.38 4.66
H -1.03 3.59 0.57
H 5.64 -3.45 4.19
H -2.71 -1.17 -1.88
H 0.59 -0.43 1.04
H -6.30 3.44 0.19
H -0.38 2.13 -8.67
H 1.70 -6.61 7.51
H -2.63 5.19 0.29
H -0.71 -0.18 -6.67
H -3.00 3.00 1.70
H 7.91 -1.98 0.93
H 0.15 1.27 -6.27
H -6.04 4.77 1.42
H -4.66 0.90 -8.40
H 6.52 -0.77 -1.94
H -3.05 0.60 -9.03
H 3.23 -4.84 7.88
H -3.05 3.28 -4.65
H -6.84 1.10 -0.52
H 6.21 0.51 1.35
H 1.92 -4.23 3.69
H -1.13 -1.93 -1.47
H -3.53 2.24 -8.55
H 4.11 -2.66 3.86
H 1.55 3.52 4.39
H -4.42 0.29 -1.23
H -2.19 1.56 -2.54
H -0.75 3.00 4.80
H -6.29 5.21 -0.34
H 0.73 0.78 -8.52
H 1.10 -2.57 6.14
H 6.52 -2.01 2.03
H 3.50 -1.46 -0.18
H 0.69 -2.97 3.65
H -0.51 1.02 -2.85
H -2.49 -1.81 -0.19
H 7.33 -2.85 -0.93
H 1.18 0.93 -0.06
H -2.87 4.71 -5.68
H 2.45 -6.38 5.93
H 3.46 0.55 1.30
H -0.92 0.48 -9.02
H 7.84 -0.89 2.30
H 3.76 -4.95 4.79
H -6.73 -0.01 -1.92
H 4.46 -0.33 2.49
H 5.05 -2.21 5.29
H 0.87 -0.80 -0.67
H -3.06 -0.20 -6.73
H -2.70 3.43 -0.86
H -3.98 3.43 -6.16
H 6.30 -3.27 -2.28
H 4.89 -1.38 -2.03
H 0.76 4.97 3.63
H -0.82 2.50 -1.85
H -0.94 3.30 -5.98
H 2.85 -0.92 2.08
H -4.94 -1.38 -0.84
H 4.77 -4.53 6.17
H -1.31 3.88 3.31
H -3.94 1.17 -6.18
H -1.86 3.35 -7.48
```

Values from the calculation:
Kohn-Sham gap in eV: 7.763
Electronic energy in hartree: -2530.5989
Lowest unoccupied orbital energy in Eh: 0.0848
Highest occupied orbital energy in eV: -5.455
Charge: -1

Atom charges from the Mulliken analysis, given in e for atoms 1 to 2:
1 Si 0.439
2 Al 0.009

5.
# C14H22BrINO2PS3

A structure of composition C14H22BrINO2PS3 (ωB97M-V/def2-TZVPD, the Open Molecules 2025 dataset).

```
45
C14H22BrINO2PS3 ωB97M-V/def2-TZVPD
I 1.32 -2.13 -2.55
Br 4.43 1.89 -0.06
S -0.62 -2.62 -0.14
S 2.49 -0.19 4.78
S 2.87 -1.29 -0.22
P 2.88 1.70 -1.74
O 0.06 1.06 -1.68
O 3.46 0.53 -2.83
N -1.55 0.51 -0.16
C 1.27 1.13 -0.87
C 0.20 -1.15 -0.90
C 1.27 -1.35 2.42
C -2.43 2.33 -3.50
C 2.64 -1.25 3.27
C -1.95 1.21 -3.35
C -0.88 -0.03 -1.35
C -1.65 -0.22 -2.72
C -3.34 -0.91 0.99
C 1.12 -0.07 1.49
C 1.28 -0.29 -0.07
C -4.02 1.02 -0.75
C 0.95 2.46 0.00
C -2.82 0.23 -0.02
H -5.00 0.78 -0.22
H 0.16 0.47 1.78
H 3.11 -0.85 5.83
H -2.95 3.32 -3.56
H 3.52 -1.00 2.60
H 1.30 3.32 -0.68
H 0.42 -1.32 3.18
H 4.16 0.01 -2.37
H 1.58 2.54 0.93
H 2.84 -2.32 3.64
H -0.15 2.62 0.15
H -4.37 -0.63 1.37
H -2.65 -0.81 1.90
H 1.96 0.65 1.80
H -3.27 -1.94 0.54
H 0.23 -3.68 -0.44
H 1.31 -2.34 1.90
H -3.90 2.14 -0.69
H -1.08 -0.77 -3.52
H -2.62 -0.79 -2.58
H 2.61 -2.59 0.20
H -4.17 0.64 -1.82
```

Values from the calculation:
Kohn-Sham gap in eV: 7.390
Electronic energy in hartree: -5159.2356
Lowest unoccupied orbital energy in Eh: -0.0190
Highest occupied orbital energy in eV: -7.908
Charge: 0

Atom charges from the natural (NBO) analysis, given in e for atoms 1 to 2:
1 I 0.153
2 Br -0.252

6.
# C22H18InN5O2S3

A structure of composition C22H18InN5O2S3 (ωB97M-V/def2-TZVPD, the Open Molecules 2025 dataset).

```
51
C22H18InN5O2S3 ωB97M-V/def2-TZVPD
In 0.82 -0.34 -0.53
S 4.36 1.06 -2.63
S 0.60 -0.04 2.80
S 3.73 -0.18 0.03
O -0.42 1.57 -0.87
O -2.48 2.76 -1.15
N -1.10 -2.58 2.56
N 2.03 1.33 -1.20
N 0.10 -0.91 1.38
N -0.42 -1.99 -1.01
N 1.52 2.37 -1.84
C -0.23 -0.87 4.03
C -1.49 -2.12 6.23
C -1.64 -3.44 -2.46
C -0.68 -2.02 1.40
C 0.20 4.60 -2.96
C -2.14 -4.14 -1.35
C -1.58 -2.61 4.93
C -1.81 -3.73 -0.07
C -0.55 5.70 -3.36
C 4.50 -1.37 -1.19
C -1.00 -2.59 0.09
C -1.91 5.85 -2.93
C -0.99 -2.02 3.83
C -0.85 -0.91 6.45
C -0.25 -0.26 5.29
C 3.36 1.01 -1.24
C -0.49 3.57 -2.16
C 0.17 2.41 -1.64
C -1.86 3.75 -1.77
C 4.77 -0.71 -2.59
C -0.77 -2.42 -2.25
C -2.61 4.88 -2.28
H -0.11 6.50 -3.91
H 4.18 -1.20 -3.37
H -2.80 -4.95 -1.50
H 1.25 4.43 -3.14
H -2.03 -3.78 -3.42
H -1.67 2.15 -0.87
H 5.42 -1.82 -0.83
H -2.39 6.81 -3.20
H -3.68 4.83 -2.13
H -0.21 -1.92 -3.05
H -1.87 -2.63 7.10
H -0.81 -0.46 7.45
H 0.17 0.73 5.40
H 5.82 -0.87 -2.84
H -1.72 -3.37 2.43
H -2.12 -3.60 4.77
H 3.75 -2.17 -1.28
H -2.09 -4.28 0.88
```

Values from the calculation:
Kohn-Sham gap (alpha / beta) in eV: 4.580 / 4.559
Electronic energy in hartree: -2657.4904
Lowest unoccupied orbital energy (alpha / beta) in Eh: -0.2946 / -0.2947
Highest occupied orbital energy (alpha / beta) in eV: -12.597 / -12.579
Charge: +2
Energy above the lowest of the compared OMol25 structures with the same formula, charge and spin in kJ/mol: 32.15

Atom charges from the Mulliken analysis, given in e for atoms 1 to 2:
1 In 1.166
2 S -0.078

7.
# C13H23I2IrOP2Se

A structure of composition C13H23I2IrOP2Se (ωB97M-V/def2-TZVPD, the Open Molecules 2025 dataset).

```
43
C13H23I2IrOP2Se ωB97M-V/def2-TZVPD
Ir 0.30 1.12 0.19
I 1.08 0.63 -4.72
I 1.13 2.56 -2.91
Se -0.18 -1.12 -0.38
P 2.58 0.70 -0.12
P -1.61 1.75 -1.09
O 0.56 1.65 3.16
C -1.63 -1.69 2.17
C -0.50 -3.57 1.07
C -1.99 -3.96 2.95
C -1.11 -4.45 1.97
C -0.81 -2.19 1.15
C 3.89 2.00 -0.30
C -2.26 -2.60 3.05
C 3.32 -0.30 1.22
C 0.45 1.48 2.00
C 2.82 -0.38 -1.57
C -1.96 0.67 -2.53
C -2.11 3.40 -1.74
C -2.95 1.33 0.06
H -3.20 0.27 -0.03
H -1.82 -0.62 2.26
H -1.32 3.90 -2.31
H 3.85 -0.24 -1.99
H -2.94 -2.23 3.81
H -1.08 0.50 -3.16
H 2.13 -0.11 -2.39
H 4.83 1.56 -0.68
H -2.69 1.18 -3.17
H 2.79 -1.25 1.28
H 3.55 2.80 -0.98
H 2.61 -1.43 -1.33
H 4.38 -0.47 1.01
H 3.21 0.24 2.16
H 4.08 2.45 0.69
H -2.43 4.05 -0.92
H 0.14 -3.94 0.28
H -2.47 -4.67 3.63
H -0.89 -5.51 1.90
H -2.34 -0.29 -2.19
H -2.98 3.28 -2.41
H -3.82 1.95 -0.17
H -2.62 1.56 1.07
```

Values from the calculation:
Kohn-Sham gap (alpha / beta) in eV: 4.181 / 3.948
Electronic energy in hartree: -4367.6087
Lowest unoccupied orbital energy (alpha / beta) in Eh: -0.3334 / -0.4003
Highest occupied orbital energy (alpha / beta) in eV: -13.253 / -14.842
Charge: +2
Spin multiplicity: 5
Energy above the lowest of the compared OMol25 structures with the same formula, charge and spin in kJ/mol: 86.56

Atom charges from the natural (NBO) analysis, given in e for atoms 1 to 2:
1 Ir 0.116
2 I 0.243

8.
# C54H38Br2N2O31

A cluster of 8 separate species, C54H38Br2N2O31 in total (ωB97M-V/def2-TZVPD, the Open Molecules 2025 dataset).

```
127
C54H38Br2N2O31 ωB97M-V/def2-TZVPD
Br -2.72 -0.25 1.67
Br -8.35 -2.94 -3.29
O -5.02 -5.67 12.80
O -3.28 -11.38 1.55
O -2.03 -6.69 6.40
O -1.89 8.66 -1.33
O 6.09 -3.06 -4.84
O 8.66 2.99 -0.45
O -5.78 -3.37 11.55
O 5.03 5.48 -7.57
O 0.36 9.83 -2.31
O -3.44 -7.63 8.83
O 8.31 5.36 0.85
O 6.34 7.15 -9.28
O 4.81 6.18 -2.19
O 5.10 3.78 -3.43
O -3.91 -3.52 3.47
O 2.20 5.74 -3.74
O -4.12 -5.30 7.60
O -9.54 -0.41 -3.09
O 3.90 -2.89 -6.45
O -0.09 4.58 -2.83
O -6.16 -0.44 1.00
O 4.16 10.67 -7.04
O 0.70 -8.30 3.95
O 2.53 0.71 -3.76
O -1.72 -1.98 3.99
O -3.76 -9.77 3.70
O 1.16 -9.84 1.75
O 2.92 9.00 -5.28
O 0.11 -5.11 6.98
O -7.07 1.50 -3.21
O 4.78 0.60 -2.20
N -6.62 -0.15 -1.41
N 0.38 0.92 -1.17
C 7.51 5.02 -0.20
C 5.50 -1.23 -3.48
C -5.20 -4.38 10.85
C 4.59 -0.28 -3.22
C 4.83 6.67 -7.42
C 3.95 7.19 -6.38
C -4.35 -5.37 8.79
C 5.29 8.96 -8.21
C 3.74 8.50 -6.25
C -1.04 -10.66 1.60
C -3.04 -5.15 4.92
C 6.54 5.83 -0.63
C -2.03 1.53 -0.82
C -1.54 -9.00 3.89
C 0.03 -9.85 2.19
C -2.95 -3.96 4.32
C -2.62 -9.79 3.27
C -4.22 -6.72 10.85
C -5.86 -0.09 -0.17
C 1.35 7.82 -3.05
C -3.79 2.13 -2.82
C -6.36 0.95 -2.34
C -0.75 -3.50 5.51
C 3.35 -0.15 -4.03
C -0.92 7.90 -1.92
C 7.76 3.70 -0.86
C -8.71 -1.15 -2.52
C -3.09 0.68 -0.02
C -0.55 1.64 -0.22
C -4.50 0.60 -0.64
C -1.05 6.58 -2.05
C 0.00 5.79 -2.69
C -8.03 -0.58 -1.18
C -2.28 -10.63 2.10
C 1.22 6.50 -3.17
C 6.89 3.31 -1.97
C -0.84 -4.69 6.11
C -1.78 -3.05 4.57
C 5.92 4.13 -2.40
C 5.69 5.45 -1.76
C 4.06 -2.03 -5.41
C -4.00 -6.61 9.54
C 5.29 -2.18 -4.58
C -1.99 -5.60 5.85
C 5.50 7.65 -8.33
C -2.38 2.25 -2.17
C 0.21 -0.56 -1.06
C 4.39 9.48 -7.17
C -0.31 -9.03 3.39
C -4.84 1.30 -2.02
C 3.16 -1.08 -5.15
C 0.28 8.62 -2.43
C -4.97 -4.27 9.54
C -4.82 -5.61 11.60
H 1.88 4.82 -3.71
H 2.94 9.97 -5.41
H -3.38 -7.31 7.91
H 6.35 6.79 -0.17
H 7.07 2.35 -2.43
H -1.56 2.88 -2.70
H -0.19 -5.99 7.28
H -5.83 -3.69 12.47
H -8.03 -1.43 -0.41
H 6.40 -1.34 -2.90
H 0.13 1.14 -2.15
H -4.09 2.61 -3.80
H -1.56 9.58 -1.36
H 0.44 -0.95 0.00
H 5.77 9.68 -8.85
H -8.66 0.29 -0.77
H 3.48 6.47 -5.72
H 4.49 4.53 -3.54
H -1.80 -8.40 4.75
H -3.96 -7.61 11.41
H 2.26 -0.96 -5.74
H 6.32 6.18 -9.16
H -0.86 -0.91 -1.33
H -4.07 -11.19 2.09
H 0.90 -1.11 -1.82
H 1.49 -8.49 3.41
H -0.78 -11.27 0.74
H 4.68 -3.48 -6.43
H 8.93 4.60 0.96
H -3.87 -5.81 4.76
H -3.62 -2.64 3.17
H 2.22 8.35 -3.39
H 3.99 1.18 -2.21
H -0.43 1.12 0.79
H -1.92 6.05 -1.69
H -0.25 2.73 -0.07
H 0.08 -2.83 5.68
H -5.24 -3.38 8.98
```

Values from the calculation:
Kohn-Sham gap in eV: 7.133
Electronic energy in hartree: -9670.3143
Lowest unoccupied orbital energy in Eh: -0.0692
Highest occupied orbital energy in eV: -9.016
Charge: 0
SMILES: CNCc1ccc2c(c1Br)C(=O)N(CC(=O)Br)C2=O.O=C1C=C(O)C(=O)C=C1O.O=C1C=C(O)C(=O)C=C1O.O=C1C=C(O)C(=O)C=C1O.O=C1C=C(O)C(=O)C=C1O.O=C1C=C(O)C(=O)C=C1O.O=C1C=C(O)C(=O)C=C1O.O=C1C=C(O)C(=O)C=C1O
Energy above the lowest of the compared OMol25 structures with the same formula, charge and spin in kJ/mol: 698.27

Atom charges from the Mulliken analysis, given in e for atoms 1 to 2:
1 Br -0.149
2 Br -0.130